Density functional theory data (wB97M-V/def2-TZVPD) for a structure of composition C24H21Cl2F6N2S3SbV.

XYZ file:
```
60
Properties=species:S:1:pos:R:3:forces:R:3
V 1.07311 1.98708 -1.78656 0.24 0.20 0.27
Cl 1.46799 4.31527 -2.84982 -0.20 -0.08 -0.12
C 0.22520 5.38932 -2.28018 -0.03 -0.08 0.19
C 0.21376 6.68976 -2.73738 -0.07 0.03 0.06
C -0.76603 7.53857 -2.24318 0.05 0.01 -0.05
C -1.69147 7.08212 -1.31971 -0.03 -0.04 0.03
C -1.65371 5.76681 -0.88621 0.05 -0.01 -0.02
Cl -2.82542 5.22642 0.25959 -0.04 0.01 0.03
C -0.68240 4.87994 -1.35951 0.13 0.23 -0.11
S -0.69735 3.19208 -0.89948 0.21 -0.38 0.04
H 0.94731 7.02778 -3.45493 0.01 0.00 0.00
H -0.80739 8.56484 -2.57996 0.01 0.00 -0.01
H -2.45379 7.74104 -0.92977 -0.01 0.00 0.01
S -0.96656 0.42827 -1.69692 0.22 -0.09 -0.21
C -0.61202 -0.56509 -0.37976 -0.11 0.13 -0.08
N -1.51829 -0.98837 0.47006 0.03 0.08 -0.07
C -1.14902 -1.89141 1.56209 0.06 -0.07 0.01
C -0.10790 -2.86446 1.07750 -0.07 0.01 0.04
N 1.01108 -2.12351 0.49931 0.04 0.20 -0.13
C 2.34798 -2.71256 0.70001 -0.01 -0.07 -0.03
C 2.78893 -2.56116 2.13342 0.01 0.01 0.00
C 3.00171 -3.68267 2.92388 -0.01 0.00 -0.02
C 3.40103 -3.54035 4.24625 0.00 -0.01 0.01
C 3.58188 -2.27561 4.78156 0.00 0.00 0.02
C 3.37050 -1.14995 3.99459 0.00 0.01 0.00
C 2.97773 -1.29075 2.67440 0.00 -0.02 -0.02
C 0.80929 -1.00773 -0.16759 0.08 -0.16 -0.11
S 2.04198 -0.11604 -0.86845 -0.20 0.12 0.42
C -2.94046 -0.59756 0.41428 -0.02 0.03 0.00
C -3.78759 -1.75461 -0.04751 -0.03 0.01 0.02
C -4.59362 -2.44049 0.85335 0.01 0.03 0.00
C -5.34910 -3.52615 0.43163 -0.01 -0.01 0.00
C -5.29736 -3.93026 -0.89296 -0.01 -0.01 0.01
C -4.49726 -3.24515 -1.79835 0.00 -0.01 -0.02
C -3.74651 -2.15942 -1.37931 0.01 -0.01 -0.01
H -2.04812 -2.42397 1.86503 0.02 -0.02 0.01
H -0.77821 -1.30289 2.40587 -0.01 -0.01 0.00
H -0.51889 -3.54664 0.32787 0.00 0.00 0.02
H 0.28105 -3.44529 1.91249 -0.02 0.01 0.01
H 3.03439 -2.24000 0.00177 0.01 0.00 0.03
H 2.26430 -3.76737 0.43142 0.02 0.01 0.01
H 2.86907 -4.67268 2.50295 0.00 -0.01 0.00
H 3.57302 -4.41796 4.85433 0.00 -0.01 0.00
H 3.89557 -2.16363 5.81052 0.00 0.00 0.01
H 3.52573 -0.16296 4.40914 0.00 0.01 0.00
H 2.83607 -0.41341 2.05340 0.00 0.01 0.01
H -3.02011 0.26237 -0.24589 -0.02 -0.01 0.01
H -3.21632 -0.28845 1.42403 -0.01 -0.02 0.00
H -4.64744 -2.11352 1.88601 0.00 0.00 0.01
H -5.98086 -4.04949 1.13638 0.00 0.00 0.00
H -5.88747 -4.77364 -1.22457 -0.01 -0.01 0.00
H -4.46851 -3.55250 -2.83502 0.00 0.00 -0.01
H -3.13644 -1.61710 -2.09228 0.01 0.01 0.00
F 2.24001 1.58909 -3.45051 -0.11 0.13 -0.36
Sb 4.21032 1.90041 -3.06414 -0.47 -0.18 -0.30
F 3.12225 2.30731 -1.39737 0.29 -0.15 0.01
F 4.17731 0.03941 -2.82080 -0.04 0.32 0.13
F 5.87132 1.91301 -2.24328 -0.08 0.22 0.02
F 4.55013 1.76926 -4.88953 0.07 -0.08 0.34
F 4.13561 3.76464 -3.22221 0.05 -0.30 -0.09
```
Positions in Å, forces in eV/Å.

Calculated values
Charge: +1
HOMO-LUMO gap (spin up / spin down) in eV: 6.645 / 6.859
2S+1: 3



Density functional theory data (wB97M-V/def2-TZVPD) for a structure of composition C24H21Cl3CrNO4P2SSi.

XYZ file:
```
58
Properties=species:S:1:pos:R:3:forces:R:3
Cr -1.50638 -1.67093 -1.65141 0.08 0.24 -0.35
N 0.49213 -0.20283 0.26881 -0.07 0.19 0.10
P 1.33957 -0.52355 -1.21051 -0.08 0.26 0.41
C 3.01260 -0.32252 -0.45417 0.07 -0.21 -0.21
C 3.90155 0.69601 -0.78263 0.04 0.04 0.04
C 5.15715 0.75947 -0.18387 -0.08 0.00 -0.04
C 5.53918 -0.19676 0.74177 0.00 -0.03 0.03
C 4.66747 -1.23188 1.06323 -0.04 0.06 -0.06
C 3.42077 -1.29724 0.46177 0.01 -0.04 0.03
C 1.21245 1.02719 -2.16697 -0.05 0.04 0.05
C 1.23965 0.92617 -3.55244 -0.03 0.05 -0.08
C 1.08837 2.05877 -4.34347 0.01 -0.04 0.04
C 0.89301 3.29685 -3.75187 0.00 -0.02 0.06
C 0.84905 3.40441 -2.36588 0.01 -0.06 -0.05
C 1.00885 2.27334 -1.58170 -0.02 0.03 0.02
P -1.11657 -0.66233 0.51528 0.25 0.01 0.00
C -2.05122 0.86236 0.84235 0.06 0.03 0.04
C -1.57527 1.78413 1.77451 -0.04 0.06 0.05
C -2.26250 2.96359 2.01006 -0.03 -0.05 -0.04
C -3.44742 3.21722 1.32583 0.02 -0.01 0.02
C -3.93499 2.29451 0.41410 0.03 -0.02 0.01
C -3.23584 1.11857 0.16227 -0.03 0.01 -0.06
C -1.11373 -1.44081 2.15843 0.00 0.06 0.03
C -2.29541 -1.49377 2.89705 0.00 -0.01 0.02
C -2.32548 -2.13905 4.12144 0.05 -0.01 -0.01
C -1.17366 -2.73529 4.62169 -0.02 0.01 -0.01
C 0.00139 -2.69174 3.88841 -0.01 0.02 -0.06
C 0.03107 -2.05036 2.65586 0.01 -0.05 0.06
H 0.88184 0.49992 0.88859 0.04 -0.08 0.00
H 3.61491 1.45224 -1.50200 0.00 -0.01 -0.01
H 5.83292 1.56396 -0.44663 0.01 0.00 0.00
H 6.51591 -0.14406 1.20664 0.00 0.00 0.00
H 4.96442 -1.99398 1.77260 0.00 -0.01 0.00
H 2.75733 -2.12404 0.69092 -0.02 0.01 -0.02
H 1.32506 -0.04740 -4.02192 0.00 -0.01 0.03
H 1.08285 1.96350 -5.42135 0.00 0.00 0.00
H 0.74804 4.17536 -4.36797 0.00 0.00 0.00
H 0.67084 4.36506 -1.89926 0.00 0.01 0.00
H 0.94374 2.36214 -0.50268 0.00 0.01 0.00
H -0.66954 1.57918 2.33730 0.00 -0.02 -0.02
H -1.88159 3.67837 2.72857 0.00 0.01 0.00
H -3.98820 4.13794 1.50775 0.00 0.00 0.00
H -4.85372 2.49022 -0.12321 0.00 0.01 0.00
H -3.60259 0.42285 -0.58417 0.04 -0.01 -0.03
H -3.19877 -1.03315 2.51454 0.02 0.02 -0.02
H -3.24949 -2.17987 4.68379 0.00 0.00 0.01
H -1.19705 -3.23869 5.58009 0.00 -0.01 0.00
H 0.89783 -3.16741 4.26533 0.00 0.00 0.00
H 0.94063 -2.03911 2.07062 -0.01 0.02 0.02
O -3.74647 -0.91685 -2.72425 -0.04 0.28 -0.35
S -2.55071 -0.41559 -3.43130 0.21 -0.23 0.34
O -1.65883 -1.64373 -3.66945 -0.31 0.12 -0.04
O -1.71851 0.27962 -2.33472 -0.18 -0.24 -0.19
O -2.75516 0.38400 -4.60181 -0.04 0.05 0.01
Cl -1.29632 -5.64977 -2.20299 0.03 0.05 0.09
Si -1.14413 -3.98788 -0.92545 0.23 -0.40 0.26
Cl 0.83637 -4.22370 -0.10999 -0.13 -0.05 -0.06
Cl -2.31741 -4.57265 0.74448 0.03 -0.03 -0.06
```
Positions in Å, forces in eV/Å.

Calculated values
Charge: -1
Energy above the lowest of the compared OMol25 structures with the same formula, charge and spin in kJ/mol: 60.0
HOMO-LUMO gap (spin up / spin down) in eV: 7.744 / 8.290
2S+1: 5